DFT (the ωB97M-V functional and the def2-TZVPD basis) results for a molecular structure, C28H12Cl5F9KO2P at a distorted geometry.

XYZ file:
```
58
Properties=species:S:1:pos:R:3:forces:R:3:mulliken_charge:R:1
K 2.717 0.646 -0.446 -0.98 -0.10 -3.20 0.99
Cl 8.203 0.456 4.581 0.08 -0.01 0.12 -0.20
C 6.726 0.403 3.698 0.14 0.01 -0.01 0.53
C 6.748 0.404 2.308 0.14 0.02 0.25 -0.27
Cl 8.258 0.441 1.485 0.08 0.01 -0.10 -0.19
C 5.566 0.381 1.594 -0.16 -0.02 0.46 0.72
Cl 5.616 0.387 -0.124 0.19 -0.01 -0.58 -0.28
C 4.290 0.347 2.214 0.78 -0.04 0.77 -0.43
O 3.208 0.331 1.561 0.18 -0.46 2.14 -0.90
C 4.326 0.333 3.635 -0.07 0.01 -0.11 0.67
Cl 2.807 0.279 4.429 -0.32 -0.02 0.15 -0.20
C 5.499 0.365 4.360 0.22 0.01 -0.11 -0.22
Cl 5.473 0.362 6.078 -0.08 -0.01 0.08 -0.18
O 3.040 3.945 0.217 0.19 0.41 0.43 -0.15
C 2.664 3.362 -0.658 -0.16 0.17 -0.38 0.13
F -6.791 1.160 1.688 0.14 -0.16 0.05 -0.26
C -6.174 2.120 0.975 -0.16 0.06 0.09 0.80
F -6.952 2.360 -0.088 0.12 0.00 -0.26 -0.28
F -6.206 3.228 1.737 0.14 0.10 0.05 -0.26
C -4.761 1.738 0.611 -0.11 0.03 -0.12 0.24
C -4.345 1.681 -0.712 -0.18 0.01 0.31 -0.93
C -3.037 1.322 -1.004 0.11 -0.07 0.09 0.19
C -2.148 1.016 0.018 0.13 0.28 0.08 0.04
C -2.573 1.101 1.345 -0.11 0.05 -0.05 -0.67
C -3.873 1.456 1.644 -0.03 -0.03 -0.13 -1.20
P -0.387 0.535 -0.210 -0.73 -0.18 -0.05 0.57
C -0.314 0.485 -2.046 0.20 -0.06 0.18 0.52
C -0.093 1.737 -2.626 -0.02 -0.06 -0.01 -0.70
C -0.011 1.873 -3.996 -0.08 -0.16 -0.08 -1.00
C -0.155 0.749 -4.803 -0.03 0.05 -0.02 0.34
C -0.355 -0.505 -4.243 0.03 0.18 -0.20 -0.93
C -0.424 -0.635 -2.863 0.00 0.03 0.15 -0.17
C -0.065 0.966 -6.290 0.09 0.06 -0.24 0.79
F -0.335 -0.123 -7.013 -0.06 -0.31 0.12 -0.28
F -0.910 1.924 -6.706 -0.13 0.11 0.13 -0.26
F 1.167 1.375 -6.644 0.16 0.02 0.07 -0.25
C -0.556 -1.200 0.360 0.11 0.05 -0.08 0.72
C 0.330 -1.642 1.343 -0.07 0.11 -0.07 -0.82
C 0.163 -2.890 1.917 -0.20 -0.26 -0.05 -1.00
C -0.879 -3.708 1.492 0.10 0.05 0.03 0.34
C -1.753 -3.286 0.498 0.03 -0.11 0.09 -1.09
C -1.602 -2.027 -0.049 0.11 0.06 0.02 -0.11
C -1.065 -5.037 2.174 -0.01 -0.24 0.14 0.80
F 0.034 -5.806 2.095 0.18 0.07 -0.09 -0.26
F -1.327 -4.886 3.483 0.01 0.17 0.13 -0.25
F -2.074 -5.757 1.666 -0.15 0.07 -0.24 -0.29
H -5.039 1.911 -1.505 -0.05 0.01 -0.06 0.49
H -2.721 1.276 -2.034 0.01 -0.01 -0.12 0.32
H -1.873 0.880 2.138 0.02 -0.01 0.15 0.44
H -4.211 1.520 2.669 0.03 -0.02 0.09 0.39
H -0.009 2.610 -1.992 0.06 0.05 0.01 0.52
H 0.156 2.840 -4.447 -0.01 0.09 -0.02 0.42
H -0.467 -1.373 -4.876 0.03 -0.02 -0.06 0.48
H -0.574 -1.615 -2.430 0.00 -0.01 0.01 0.54
H 1.121 -0.992 1.695 0.14 0.05 0.03 0.51
H 0.823 -3.228 2.703 0.07 0.02 0.04 0.44
H -2.553 -3.931 0.167 -0.07 -0.03 0.05 0.48
H -2.322 -1.670 -0.772 -0.05 0.01 -0.08 0.61
```
Positions in Å, forces in eV/Å.

Properties
Energy above the lowest of the compared OMol25 structures with the same formula, charge and spin, kcal per mole: 22.29
Frontier orbital gap, eV: 7.217



DFT (the ωB97M-V functional and the def2-TZVPD basis) results for 2 unconnected molecules or ions with the total composition C8H16N2 at a distorted geometry.

XYZ file:
```
26
Properties=species:S:1:pos:R:3:forces:R:3:lowdin_spin:R:1
C -2.131 -1.121 1.427 1.43 1.70 -1.05 0.03
C -2.112 0.346 1.853 0.28 0.40 0.40 0.00
C -1.520 -1.386 0.078 0.31 -2.80 2.41 0.25
C -1.133 -0.667 -1.061 -0.41 0.30 -3.04 0.35
C -0.656 -2.781 -1.347 -1.17 -0.89 2.37 0.24
N -1.174 -2.702 -0.110 0.35 1.34 -1.17 -0.01
N -0.767 -1.586 -1.995 0.52 0.90 0.25 0.07
H -1.493 -1.663 2.130 -0.54 -0.51 -0.16 0.01
H -3.140 -1.507 1.330 -0.22 -0.33 0.52 0.01
H -1.201 0.923 1.634 0.02 -0.58 -0.37 0.00
H -1.199 0.326 -1.477 -0.31 0.37 0.82 0.01
H -0.208 -3.744 -1.549 0.12 0.32 -1.27 0.01
H -0.675 -1.327 -2.974 0.50 -0.44 0.19 0.00
H -2.125 0.380 2.945 -0.57 0.11 -0.14 0.00
H -2.928 0.906 1.416 -0.33 0.15 0.19 0.00
C 1.476 1.395 -0.548 -0.32 0.30 1.13 0.01
C 2.628 0.439 -0.689 0.15 -2.76 0.26 0.00
C 1.828 2.454 0.508 0.35 0.88 -1.63 0.00
H 1.183 1.980 -1.414 0.09 -0.46 -0.57 0.00
H 0.611 0.834 -0.179 -0.23 -0.03 -0.16 0.01
H 3.579 0.869 -0.950 0.22 0.27 -0.17 0.00
H 2.696 2.952 0.057 0.73 -0.50 0.84 0.00
H 1.207 3.351 0.433 -0.87 -0.53 0.68 0.00
H 2.511 -0.532 -1.232 -0.44 1.20 -1.14 0.00
H 2.774 -0.186 0.211 0.16 1.27 0.76 0.00
H 1.968 2.044 1.503 0.17 0.33 0.04 0.00
```
Positions in Å, forces in eV/Å.

Properties
Charge: +1
Expectation value of S²: 0.76
2S+1: 2
Energy above the lowest of the compared OMol25 structures with the same formula, charge and spin, kcal per mole: 29.25
Frontier orbital gap (alpha / beta), eV: 10.495 / 6.379



DFT (the ωB97M-V functional and the def2-TZVPD basis) results for 2 unconnected molecules or ions with the total composition C3H13N2OS2 at a distorted geometry.

XYZ file:
```
21
Properties=species:S:1:pos:R:3:forces:R:3:nbo_charge:R:1
S 1.743 1.727 2.732 -0.24 1.36 1.19 -0.15
S 1.919 1.695 0.748 -0.99 -0.06 -0.97 0.10
C 0.244 1.414 -0.113 4.86 -1.82 -2.10 -0.57
C 0.175 -0.003 -0.752 -2.75 0.84 -0.37 -0.03
C -0.731 0.082 -2.143 -1.70 -2.40 4.15 -0.22
N -1.550 -1.197 -2.254 0.21 0.89 -0.54 -0.87
N -0.619 -0.800 0.407 1.05 -2.09 0.32 -0.75
H 1.744 3.114 3.031 -0.09 -1.48 -0.50 0.18
H 0.429 2.039 -0.949 0.53 0.79 -1.14 0.25
H -0.622 1.846 0.184 -2.81 0.70 2.02 0.24
H 1.123 -0.461 -1.130 -0.61 0.07 1.63 0.26
H -0.094 0.119 -2.967 1.09 1.08 -1.21 0.21
H -1.405 0.902 -1.876 0.10 0.03 -1.13 0.20
H -1.013 -1.880 -2.797 -0.10 0.19 0.33 0.37
H -2.389 -1.046 -2.842 0.63 0.14 0.62 0.39
H -0.415 -0.412 1.361 0.32 -0.15 -1.07 0.47
H -0.211 -1.794 0.519 -1.00 1.87 -0.41 0.46
H -1.671 -0.894 0.405 1.31 0.24 -1.15 0.46
H 1.579 -0.886 2.966 -0.91 -0.26 -0.90 0.50
H 0.887 -2.167 2.989 -0.35 -2.45 1.26 0.49
O 0.877 -1.398 2.481 1.45 2.51 -0.01 -0.98
```
Positions in Å, forces in eV/Å.

Properties
Charge: +1
Energy above the lowest of the compared OMol25 structures with the same formula, charge and spin, kcal per mole: 52.74
Frontier orbital gap, eV: 9.766



Among the records above, which one has the lowest energy above the lowest of the compared OMol25 structures with the same formula, charge and spin?
C28H12Cl5F9KO2P